1.
ORCA calculation (ωB97M-V/def2-TZVPD) on a 3-piece molecular cluster, CH5O4 overall.

Bonds (Å) are listed after each position.
Cartesian coordinates (Å):
1 O 1.370 -0.197 -0.620  C2 1.250
2 C 0.526 0.594 -0.145  O1 1.250, O3 1.245, H4 1.122
3 O -0.717 0.521 -0.163  C2 1.245
4 H 0.956 1.523 0.314  C2 1.122
5 H -2.263 1.376 0.715  O7 0.972
6 H -2.610 2.217 1.970  O7 0.957
7 O -2.975 1.594 1.340  H5 0.972, H6 0.957
8 H 1.588 -1.965 -0.721  O10 0.987
9 H 2.183 -2.791 -1.811  O10 0.965
10 O 1.942 -2.873 -0.880  H8 0.987, H9 0.965

- Total charge: -1
- E_tot: -342.14645 Eh
- Relative energy (zero: lowest compared OMol25 entry of this formula, charge and spin): 5.16 kcal/mol
- Frontier orbital gap: 8.94 eV
- Maximum force: 0.6 eV Å⁻¹

Atomic partial charges in e from the Löwdin method, atoms 1 to 8: -0.122 -0.630 -0.106 0.093 -0.015 0.009 -0.097 -0.018

2.
ORCA calculation (ωB97M-V/def2-TZVPD) on a 2-piece molecular cluster, CH5O6SSi overall.

Bonds (Å) are listed after each position.
Cartesian coordinates (Å):
1 C -0.510 -1.245 0.022  S9 1.719, H10 1.134, H11 1.182
2 O -0.490 -1.485 2.699  S9 1.444
3 O 1.441 -0.357 1.519  S9 1.522
4 O -0.789 0.676 1.732  S9 1.562, H13 0.979
5 O 1.774 0.719 -0.996  Si8 1.617, H12 1.013
6 O -0.448 2.204 -0.608  Si8 1.523
7 O -0.295 0.322 -2.709  Si8 1.718, H14 0.949
8 Si 0.183 0.941 -1.179  O5 1.617, O6 1.523, O7 1.718
9 S -0.044 -0.689 1.581  C1 1.719, O2 1.444, O3 1.522, O4 1.562
10 H -1.638 -1.333 -0.058  C1 1.134
11 H 0.040 -2.243 -0.291  C1 1.182
12 H 1.928 0.177 -0.155  O5 1.013
13 H -0.183 1.367 1.395  O4 0.979
14 H -0.968 0.945 -2.953  O7 0.949

- Total charge: -1
- E_tot: -1180.39954 Eh
- Frontier orbital gap: 8.67 eV
- Maximum force: 3.1 eV Å⁻¹

Atomic partial charges in e from the Löwdin method, atoms 1 to 8: -0.280 -0.343 -0.399 -0.204 -0.157 -0.324 -0.165 0.154

3.
ORCA calculation (ωB97M-V/def2-TZVPD) on a single CH5OPS molecule.

Bonds (Å) are listed after each position.
Cartesian coordinates (Å):
1 C 0.341 -0.135 1.522  O2 1.438, H5 1.159, H6 1.156, H7 1.031
2 O 0.799 0.317 0.235  C1 1.438, P3 1.592
3 P 0.343 -0.415 -1.103  O2 1.592, S4 2.142, H8 1.354
4 S -1.430 0.681 -1.600  P3 2.142, H9 1.332
5 H -0.706 0.363 1.568  C1 1.159
6 H 0.951 0.281 2.411  C1 1.156
7 H 0.368 -1.155 1.377  C1 1.031
8 H 1.186 0.270 -1.911  P3 1.354
9 H -1.852 -0.207 -2.499  S4 1.332

- Total charge: 0
- E_tot: -855.85228 Eh
- Relative energy (zero: lowest compared OMol25 entry of this formula, charge and spin): 30.23 kcal/mol
- Frontier orbital gap: 9.61 eV
- SMILES string: COPS
- Maximum force: 4.0 eV Å⁻¹

Atomic partial charges in e from the Löwdin method, atoms 1 to 8: -0.143 -0.596 0.517 0.317 0.103 0.114 0.023 -0.111

4.
ORCA calculation (ωB97M-V/def2-TZVPD) on a 2-piece molecular cluster, CH5OS overall.

Bonds (Å) are listed after each position.
Cartesian coordinates (Å):
1 C 1.501 0.339 0.961  S2 1.838, H3 1.095, H4 1.089, H5 1.094
2 S 0.499 0.499 -0.571  C1 1.838
3 H 1.327 1.235 1.566  C1 1.095
4 H 2.564 0.298 0.729  C1 1.089
5 H 1.246 -0.569 1.517  C1 1.094
6 H -2.638 -0.814 -0.700  O8 0.959
7 H -1.341 -0.732 0.060  O8 0.988
8 O -2.183 -1.246 0.026  H6 0.959, H7 0.988

- Total charge: -1
- E_tot: -514.55572 Eh
- Relative energy (zero: lowest compared OMol25 entry of this formula, charge and spin): 0.72 kcal/mol
- Frontier orbital gap: 6.77 eV
- Maximum force: 0.5 eV Å⁻¹

Population analysis type Löwdin, resulting atomic charges in e: -0.706 0.068 -0.026 -0.030 -0.016 -0.003 -0.116 -0.170